Molecular formula: C18H20NO10PS3TaTe
Method: DFT, wB97M-V/def2-TZVPD

Geometry (Å):
Ta  -0.676  -0.656  1.112
O  -5.467  3.312  0.408
C  -4.406  2.431  0.535
C  -4.507  1.091  0.118
C  -3.431  0.270  0.265
N  -2.253  0.683  0.813
C  -2.166  1.994  1.221
C  -3.219  2.875  1.088
C  -0.850  2.287  1.789
O  -0.492  3.369  2.231
O  -0.093  1.210  1.750
C  -3.364  -1.154  -0.140
O  -4.280  -1.758  -0.665
O  -2.186  -1.643  0.145
H  -6.191  2.834  -0.004
H  -5.407  0.681  -0.328
H  -3.089  3.895  1.423
C  4.160  2.219  2.146
C  2.714  2.496  1.792
O  2.513  2.376  0.376
P  2.042  1.027  -0.368
S  0.464  1.420  -1.456
S  2.005  -0.516  0.921
O  3.335  0.680  -1.279
C  3.583  1.421  -2.475
C  3.324  0.538  -3.677
H  4.312  2.365  3.219
H  4.830  2.890  1.603
H  4.421  1.188  1.900
H  2.426  3.518  2.038
H  2.031  1.828  2.313
H  4.627  1.743  -2.434
H  2.949  2.309  -2.511
H  3.944  -0.360  -3.629
H  3.551  1.073  -4.603
H  2.275  0.240  -3.688
C  6.318  -4.151  -0.867
C  4.836  -3.884  -0.819
C  4.050  -4.429  0.194
C  2.693  -4.163  0.267
C  2.107  -3.341  -0.684
C  2.868  -2.786  -1.696
C  4.226  -3.063  -1.760
S  0.356  -3.023  -0.628
O  -0.244  -4.234  -1.126
O  0.061  -2.766  0.816
O  0.124  -1.799  -1.367
H  6.833  -3.654  -0.042
H  6.751  -3.784  -1.799
H  6.534  -5.219  -0.792
H  4.513  -5.060  0.947
H  2.087  -4.561  1.070
H  2.400  -2.108  -2.398
H  4.828  -2.612  -2.543
Te  -1.218  -1.377  3.536

Values from the calculation:
* LUMO level (alpha / beta): 4.26 / 4.26 eV
* 2S+1: 2
* net charge: -2
* <S²>: 0.78
* strongest force on any atom: 0.727 eV/A
* E_tot: -91604.4798 eV